(1)
The following is a quantum chemistry calculation of a structure of composition C44H62BF2KN8O in a non-equilibrium geometry, from the OMol25 dataset.

Cartesian coordinates (Å):
C: 3.254045 -3.014568 -0.909736
H: -3.819966 -0.819942 2.159830
H: -1.631744 -1.154929 6.120933
C: 5.744086 -3.391660 -1.166008
C: -1.160414 3.725180 1.952275
C: -3.835718 -1.662523 1.458289
H: 4.177707 -4.696161 -1.859513
H: 5.428015 4.340671 -1.164202
B: 0.657198 0.949536 -2.522141
O: -2.770532 -1.568720 0.546346
C: -3.533396 -1.901519 -4.669608
H: 5.709797 0.841545 -5.295030
H: 5.712306 0.763711 -2.799687
N: -3.589860 -0.442118 -4.811810
H: -4.766391 -1.592258 0.878731
H: 4.876892 5.953558 -1.658900
H: 3.201856 -4.680274 2.542061
H: -1.972963 5.222737 4.988160
H: -0.327828 -2.790457 5.754979
C: -1.232327 -0.865883 4.044502
C: 3.767365 4.304482 -2.557635
C: -1.309813 4.739840 4.260326
C: 3.507427 -5.296071 1.694419
C: -2.050707 4.383883 2.962828
H: 4.413426 4.253650 -3.438492
H: 0.708437 6.135177 0.480635
H: -0.649881 6.395981 1.562508
H: 4.521947 -5.001826 1.419276
C: -0.322902 5.826212 0.686498
H: -2.243859 5.939358 -0.298084
K: 0.090151 0.023459 -0.149332
H: 0.938455 -3.759142 2.298138
H: 5.806969 -3.801334 -0.156571
C: -1.388447 1.327862 2.769521
H: -1.184285 -4.730612 3.547046
H: -0.865906 -5.181585 5.232782
H: 5.959017 -2.323552 -1.101618
C: 4.341408 -3.618747 -1.748969
H: -2.493351 5.295737 2.544609
H: -1.155228 7.272022 -0.744973
H: -2.453567 1.206936 -4.177846
C: -0.277458 -3.150195 4.722811
H: -3.657187 1.306987 -2.129242
C: 1.299141 3.531511 -0.725654
H: 3.523684 -6.345817 2.010884
H: -1.931172 -1.305519 1.041048
H: 4.310705 -3.190787 -2.756323
H: 3.926531 4.991778 -0.507901
C: 1.615178 -2.639503 0.600199
H: -0.476583 5.412837 4.048089
C: -0.910989 2.326697 1.820109
H: 4.369880 -0.884999 -2.171031
H: -0.893933 5.634032 -1.390368
C: 2.548782 -5.072516 0.514768
H: -3.832057 -1.347910 4.939670
C: 3.023932 0.652296 -2.005182
C: 0.287846 3.322521 0.277026
N: -3.520823 -2.334947 -3.276098
C: -1.194967 -4.370139 4.576746
H: -1.438517 -2.075063 -3.090141
H: 2.917514 4.943321 -2.814867
C: 3.250965 2.934222 -2.238016
C: -2.419697 0.118343 -4.102696
H: -3.610891 -0.078656 -1.011207
C: -3.415718 -0.373704 5.204597
C: 2.484798 -3.640007 0.076195
C: 5.108391 1.524456 -3.302015
H: 5.703799 2.439864 -3.337809
C: -1.106121 -0.013920 2.844040
H: -4.705093 -3.033298 2.891412
H: -2.925283 -3.028874 2.835135
H: -2.883369 3.717185 3.206944
C: 0.768794 -2.821740 1.774102
H: -4.843944 1.114422 -4.202602
C: -4.721760 -1.809411 -2.621274
C: -3.831159 -2.973436 2.234709
H: -3.845853 -3.820824 1.545559
H: -4.690129 -2.092785 -1.567417
C: -0.380107 4.355849 0.982061
H: -3.697159 0.337527 4.427257
C: -0.586414 -2.030586 3.775406
C: -0.076309 -1.934046 2.391485
H: -2.352502 -2.018044 -1.560426
C: -3.620367 0.217030 -2.060376
C: 3.399014 -0.622756 -1.753983
C: -1.205915 6.201497 -0.512619
C: 2.009089 2.681141 -1.503067
F: -0.331526 1.817562 -2.788242
C: 2.808590 -1.669423 -0.958117
H: -4.407827 -2.335887 -5.166820
N: -0.058537 2.108921 0.795914
N: -2.400256 -0.262183 -2.698556
H: 1.549193 -5.407431 0.808975
H: -2.628358 -2.263401 -5.163971
C: -4.795308 0.025285 -4.121006
C: 4.549044 4.942690 -1.401126
N: -4.823361 -0.347631 -2.708574
H: -1.510879 0.531400 5.621494
H: -1.512136 -0.247901 -4.584231
H: 0.753758 -3.469545 4.547781
H: -5.672773 -0.405190 -4.616152
F: 0.579010 -0.191047 -3.233514
C: 3.841501 1.748040 -2.534824
H: -3.866697 -0.052861 6.148471
H: -2.224164 -4.116972 4.838876
H: 4.232609 1.823061 -5.263278
N: 1.816780 -1.471912 -0.045880
H: 6.518967 -3.864592 -1.780662
H: 2.862672 -5.708750 -0.320981
H: -1.912809 1.751193 3.622618
H: -5.605669 -2.252079 -3.093575
H: -0.898745 3.834141 4.709895
C: -1.889103 -0.451967 5.322847
N: -0.516969 -0.753052 1.853050
C: -2.353073 -1.721647 -2.608519
N: 1.746024 1.269676 -1.714335
C: 4.797331 1.055581 -4.730725
H: 4.185306 0.153449 -4.696748
H: 1.613414 4.570783 -0.814557

Atomic forces in eV per Å
C 0.011 0.229 -0.212
H 0.013 0.013 -0.021
H 0.036 0.029 0.010
C -0.032 -0.074 -0.085
C -0.140 -0.238 0.016
C -0.129 -0.054 0.035
H -0.025 -0.001 -0.029
H 0.005 0.008 0.025
B -0.201 0.316 -1.540
O 0.124 0.002 0.073
C -0.032 0.036 0.013
H -0.016 -0.012 0.008
H 0.049 0.036 0.024
N 0.031 0.015 -0.026
H 0.014 0.062 0.006
H 0.006 0.001 0.033
H 0.030 0.002 0.017
H 0.032 -0.005 0.017
H 0.027 0.000 0.000
C 0.085 -0.345 0.091
C 0.049 -0.027 0.205
C -0.137 -0.006 -0.040
C -0.096 -0.072 -0.079
C 0.200 -0.031 0.080
H -0.046 0.018 -0.025
H 0.003 0.032 0.015
H 0.039 0.015 0.017
H 0.011 0.002 0.022
C -0.129 -0.134 -0.131
H -0.014 -0.004 -0.047
K -1.696 -0.208 -2.650
H -0.003 0.032 0.049
H 0.007 0.016 0.007
C -0.030 -0.355 0.314
H -0.031 -0.011 -0.001
H -0.021 -0.019 -0.020
H 0.010 0.003 0.035
C 0.052 0.102 0.141
H -0.021 -0.006 -0.006
H -0.010 -0.015 -0.010
H 0.042 -0.011 -0.011
C -0.097 -0.065 -0.055
H 0.007 -0.010 -0.011
C 0.335 -0.130 -0.153
H 0.019 0.019 0.024
H -0.187 -0.041 -0.090
H -0.004 -0.067 -0.036
H 0.046 0.018 0.031
C 0.349 -0.266 -0.275
H 0.014 -0.002 0.007
C -0.034 0.568 -0.133
H 0.010 0.050 -0.016
H -0.031 0.007 -0.027
C 0.131 0.149 0.117
H 0.001 -0.005 -0.030
C -0.116 -0.281 -0.110
C -0.465 0.216 0.374
N 0.042 -0.042 0.021
C 0.094 0.057 0.026
H -0.011 0.003 -0.005
H 0.031 0.038 -0.036
C 0.175 -0.224 -0.235
C -0.146 -0.021 -0.045
H 0.039 0.018 -0.031
C 0.056 0.018 0.043
C -0.226 -0.021 0.081
C -0.167 -0.043 -0.056
H 0.019 -0.006 0.051
C -0.013 0.409 -0.019
H 0.026 -0.015 0.032
H 0.013 -0.057 0.050
H -0.052 0.040 -0.019
C -0.206 0.053 0.457
H -0.006 -0.006 0.019
C 0.003 0.006 0.002
C 0.018 0.119 -0.131
H -0.001 -0.003 0.008
H -0.028 -0.010 -0.019
C 0.172 0.038 -0.208
H -0.027 -0.019 -0.011
C -0.119 0.212 0.272
C 0.230 -0.281 -0.175
H -0.002 0.017 -0.028
C -0.117 -0.050 0.032
C 0.030 0.350 -0.071
C 0.085 0.068 0.117
C -0.287 0.078 0.040
F 0.109 0.006 0.334
C -0.106 -0.593 0.140
H 0.021 0.007 -0.014
N 0.135 1.386 0.735
N 0.210 -0.032 0.121
H -0.003 -0.048 -0.040
H -0.008 -0.019 0.017
C 0.004 -0.042 0.009
C -0.085 -0.055 -0.087
N -0.008 0.043 0.032
H 0.020 -0.012 0.016
H 0.013 0.049 0.008
H 0.019 0.025 0.026
H 0.014 0.017 -0.011
F 0.126 -0.079 0.383
C 0.036 0.358 -0.022
H -0.016 0.005 -0.013
H -0.020 -0.001 -0.030
H -0.004 -0.005 -0.011
N 1.370 -0.886 0.206
H 0.013 0.019 0.013
H -0.027 -0.023 -0.005
H 0.010 -0.041 0.023
H 0.009 0.000 0.018
H 0.032 0.015 0.013
C -0.041 0.012 -0.031
N -0.373 -0.647 1.767
C -0.066 -0.066 -0.066
N 0.808 0.392 0.332
C 0.086 0.002 0.082
H 0.003 -0.006 -0.036
H 0.048 -0.011 -0.005

Summary:
- LUMO level: 4.141 eV
- DFT total energy: -3051.768897 hartree
- Total charge: -2
- Energy above the lowest of the compared OMol25 structures with the same formula, charge and spin: 27.6 kcal per mole
- Orbital gap: 3.59 eV

Here are the Mulliken charges for atoms 1 to 4, given in e: 0.417, 0.122, 0.344, -1.069

(2)
The following is a quantum chemistry calculation of a structure of composition C44H62BrN3O3P2SSiTl in a non-equilibrium geometry, from the OMol25 dataset.

Cartesian coordinates (Å):
C: 1.209280 5.456826 5.421762
H: 2.276379 1.871397 -1.611570
C: 1.422111 -4.757992 -0.700726
C: 0.216954 1.364969 -0.919003
H: 1.327997 5.405455 6.533502
C: -3.512697 -3.125242 -0.502590
H: -2.944387 -4.542694 -2.187395
H: 3.067248 -6.037939 2.028702
C: 3.298593 4.999413 2.495546
H: 1.061664 -5.158419 -1.625736
C: 0.754370 -1.339620 -3.818333
C: 1.366950 -1.115814 -5.046915
Si: 0.692924 3.963555 2.961889
C: 2.759201 -1.306422 -5.168004
C: -4.963123 -4.908823 1.125898
O: -0.356317 1.387452 -2.026675
H: -0.832629 3.822802 5.892611
H: -2.991913 -5.277045 1.996806
H: 0.528345 3.074305 6.812166
C: 1.406721 -2.015638 -2.815367
H: 4.449138 -2.041880 -4.221468
C: 1.848778 5.157304 2.027750
C: -2.913529 -0.030099 -3.141814
H: 4.964608 -0.358569 1.354630
H: -5.007465 -2.244663 -5.509690
C: 3.438391 -1.844518 -4.060303
C: -2.230476 -5.846224 -3.694301
Tl: 1.209337 1.598536 2.060117
H: 3.338902 -2.409010 -1.880825
H: -0.153694 2.252252 5.334041
H: -2.585408 4.661166 1.139230
H: 0.839657 6.967760 1.284672
H: 4.020901 5.494701 1.788685
C: 1.454546 6.638120 2.137665
P: 0.421624 -2.093408 -1.253863
H: -2.953324 -6.700535 -3.623380
C: 2.537985 3.295258 5.169461
C: -3.586208 -4.733447 1.291550
C: 1.336359 -3.411407 -0.381405
H: -0.795639 -4.520085 -5.806945
H: 2.350771 5.743467 -0.000514
H: 3.408081 3.859548 4.789352
N: 2.366452 0.884717 0.308272
H: 3.527783 3.913219 2.473422
C: -4.427855 -1.582358 -4.909527
C: -4.953494 -3.234921 -0.688745
H: -1.404747 3.397123 0.708875
H: -2.033634 2.346722 3.034261
H: -1.407944 -6.000124 -6.590591
H: -1.411553 6.017985 4.248605
C: 4.404028 0.503791 1.593356
H: -5.462669 -2.555292 -1.356365
H: 1.856037 0.167671 -1.514289
C: -1.472015 4.392796 1.139537
O: -0.299497 1.482419 0.243305
C: 2.643220 -5.345203 1.291337
H: 3.555670 5.442231 3.497036
H: 2.481716 3.910732 0.432346
H: -0.967013 5.167461 0.592009
H: -2.564553 -5.316643 -4.561311
H: -1.569284 -5.481175 -1.671522
C: -3.324001 -1.325172 -2.812509
H: -1.042135 6.549873 2.637076
H: 1.926153 -2.084146 1.242585
H: 2.036780 -6.695060 -0.287247
H: 2.760239 3.122916 6.291151
H: 2.064089 5.916300 4.991514
C: 1.924072 -3.056573 0.848269
C: -5.632317 -4.107121 0.181795
C: -1.203576 4.423072 2.637943
H: 2.454545 2.397759 4.608256
C: -1.597612 5.804430 3.204023
H: 2.913892 -0.597593 2.617751
H: 3.208222 -1.036409 -6.158312
C: 1.926734 4.841088 0.505685
H: -2.574626 6.046152 2.965128
C: 2.589160 -4.043584 1.602626
C: 0.074851 3.239185 5.780566
S: -0.706543 -6.574681 -4.339451
P: -2.483539 -1.847909 -1.323284
H: 0.838659 -0.683371 -5.876247
H: 0.250864 5.952444 5.207163
H: -6.714138 -4.104988 0.122804
H: 3.154226 -3.713133 2.485097
C: -1.991484 -4.934704 -2.519393
H: -5.457981 -5.706316 1.730809
C: -0.638927 -5.642202 -5.932519
H: -2.306074 3.575799 4.346482
H: -4.298460 0.155105 -6.134172
C: 1.160384 3.972371 4.924277
H: -0.354402 -1.148172 -3.670161
H: 2.433364 7.107061 2.134374
H: -4.295641 -3.094437 -3.478118
C: 2.793984 -2.160187 -2.863235
H: 0.913620 4.724633 0.093961
C: 2.012171 -5.706838 0.141926
N: -1.110766 -2.771784 -1.773244
C: -1.236442 -3.714983 -2.919077
C: -3.212620 0.417015 -4.409778
C: -2.867773 -3.899645 0.429498
H: 3.973719 0.386792 3.569181
Br: 0.320598 -0.574230 3.392113
H: -0.178983 -4.124281 -3.093852
O: 4.405513 1.191167 -0.685434
C: -2.189963 3.382017 3.304288
C: 3.676556 0.908983 0.283569
C: 1.768547 1.098796 -0.985901
H: -1.818749 -3.842947 0.672920
C: -3.998842 -2.098596 -3.704576
H: -2.852387 1.390727 -4.649168
H: -1.634215 -3.269288 -3.813790
H: 0.308016 -5.941009 -6.417565
H: -3.216895 3.560059 2.987125
H: -2.409998 0.698063 -2.504320
C: -4.090341 -0.302579 -5.215430
H: 5.026774 1.378214 1.898801
N: 3.448376 0.281313 2.683994
H: 1.033635 6.974658 3.124800

Atomic forces in eV per Å
C -0.889 -1.770 0.944
H -0.387 -0.375 0.612
C 0.300 -0.684 0.281
C 1.011 -0.403 -0.680
H 0.015 0.267 -0.664
C -1.786 0.497 -1.527
H -0.509 -0.487 0.177
H 0.039 0.069 -0.681
C 1.039 -0.041 0.349
H -0.390 0.098 -0.515
C -2.078 -0.632 -1.367
C 1.128 0.588 0.482
Si -0.485 0.044 1.319
C -1.219 -0.360 -0.049
C 0.290 -0.249 0.302
O 0.034 0.188 1.067
H -0.101 0.053 -0.081
H -0.132 -0.408 0.488
H -0.646 0.127 -1.077
C 0.051 0.842 1.442
H 1.721 -0.128 0.290
C 0.105 0.305 -0.553
C -0.382 0.392 -0.674
H 1.038 -0.845 -0.206
H -0.442 0.002 -0.749
C -0.991 0.437 -0.656
C -0.241 -1.418 -0.505
Tl -0.450 -0.131 -0.337
H -0.635 -0.017 -1.944
H -0.061 0.358 0.384
H 1.154 -0.242 -0.620
H 0.138 0.021 0.523
H -0.770 -0.372 0.327
C 0.098 0.369 1.129
P -0.310 0.095 -0.140
H 0.496 0.894 0.727
C -0.106 1.000 1.272
C -0.426 -0.050 -1.292
C -0.100 -0.028 1.230
H 0.687 -1.461 -0.016
H 0.248 -1.009 0.199
H -0.602 -0.177 0.086
N -0.609 0.332 0.035
H 0.278 0.545 0.266
C -0.262 -0.630 0.674
C 2.183 -0.487 2.105
H 0.402 0.032 -0.190
H 0.513 -0.340 0.288
H -0.590 -0.217 -0.225
H -0.066 -0.395 0.257
C -1.560 1.887 0.012
H -0.099 -0.145 -0.073
H 0.081 -0.270 -0.617
C -2.617 0.416 0.786
O -0.042 0.210 -0.248
C -0.063 -1.534 0.805
H -0.505 -0.578 -0.808
H 0.244 0.062 -0.814
H 0.350 0.156 -0.352
H -0.590 0.736 -0.330
H 0.224 0.248 -0.084
C 1.455 0.301 0.913
H 0.196 0.216 0.124
H -0.294 1.329 0.141
H 0.011 -0.446 0.383
H -0.610 0.019 -1.633
H 0.529 0.910 -0.321
C 0.529 -2.074 -0.574
C 0.100 0.273 -0.474
C 0.068 -1.178 1.332
H 0.550 -1.368 -0.006
C 2.508 0.035 -0.790
H 0.621 0.533 0.349
H -0.013 -0.504 1.257
C -1.025 0.621 0.636
H -2.427 0.069 -0.284
C 0.578 3.187 1.247
C 1.489 -0.587 0.156
S 0.521 0.288 -0.808
P 0.314 0.202 2.109
H -0.332 0.156 -0.128
H 0.645 0.155 0.062
H -0.056 -0.350 -0.012
H -0.509 0.008 -0.164
C -1.695 -0.381 0.007
H 0.100 1.072 -0.532
C 0.457 0.440 0.475
H 0.556 -0.394 0.991
H -0.730 0.313 -1.355
C -0.374 0.890 -0.046
H 1.480 0.008 -0.398
H 0.024 0.802 -0.536
H 0.039 -0.793 0.372
C 0.359 -0.203 0.956
H 0.431 -0.248 -0.054
C -0.460 -0.275 -2.126
N 0.400 0.067 -1.245
C 3.481 -1.112 1.572
C -0.900 -0.053 0.679
C -0.678 -0.421 1.615
H -0.956 -0.568 -0.532
Br -0.015 0.187 -0.067
H -1.245 1.050 -0.413
O -0.251 -0.357 0.331
C 0.089 0.853 -0.958
C 2.025 0.140 0.226
C -1.228 0.692 -0.191
H 0.315 0.385 -0.527
C -0.754 -0.156 -0.546
H 0.011 0.579 -0.565
H -0.139 0.374 -0.374
H -0.254 0.650 0.329
H -0.149 0.398 -0.691
H 0.330 -0.810 0.324
C 1.643 0.807 -0.256
H -0.093 -0.849 -0.387
N 0.566 0.230 0.652
H 0.042 -0.495 -1.025

Summary:
- LUMO level: 2.269 eV
- DFT total energy: -6220.770944 hartree
- Total charge: -1
- Energy above the lowest of the compared OMol25 structures with the same formula, charge and spin: 20.9 kcal per mole
- Orbital gap: 7.72 eV

Here are the Mulliken charges for atoms 1 to 4, given in e: -1.716, 0.360, -0.028, 1.006